The following is a DFT calculation (ωB97M-V/def2-TZVPD) of C14H26B3BeClCsFO10S as an isolated structure in a non-equilibrium geometry.

Structure (XYZ):
```
58
Properties=species:S:1:pos:R:3:forces:R:3
C 4.362576 -1.260056 -0.381236 -0.6542 0.3442 -1.0182
C 3.197043 -0.714455 -1.334762 0.9351 -0.1572 -0.2449
C 3.105393 0.873948 -1.374019 0.9951 -0.3776 -0.5612
C 3.141172 1.365064 -2.888565 -0.0354 0.2009 0.8999
B 1.900827 1.458807 -0.516119 0.1896 0.0113 -0.1658
O 1.448992 2.813554 -0.505482 -0.3132 -1.9143 1.8719
B 0.805312 2.984704 0.764535 0.7135 1.5325 0.1715
O 1.353228 3.917323 1.656006 -0.5416 -1.6209 -0.3321
O -0.350966 2.214637 1.145361 1.5354 -0.2521 -1.0487
B -0.138884 0.944469 0.538683 0.2883 -1.2641 -0.3059
C -1.234477 -0.114785 0.083080 -0.8063 0.4321 0.2833
C -2.635832 0.442559 -0.297155 -2.6277 -0.0731 -0.6171
C -3.022712 1.832396 -0.436982 -1.3544 -1.4503 -0.2958
C -4.417303 2.173643 -0.764837 -0.1252 -1.3325 -0.1014
C -5.448211 1.173900 -1.003184 2.4979 -0.9874 0.5961
C -5.054790 -0.231958 -0.909780 1.1343 0.2907 0.5921
C -6.025112 -1.434353 -1.183917 0.3673 0.6988 -0.8652
C -3.692824 -0.562301 -0.546358 0.0585 1.5757 -0.0825
O 1.235795 0.572205 0.370102 -0.9460 1.1889 -0.8102
H 3.969391 -1.920083 0.510704 -1.3701 8.9870 -8.1688
H 5.036238 -0.446151 0.042129 -0.8620 -0.8505 -0.3817
H 5.054534 -1.973884 -0.980198 -0.9993 0.9364 0.9284
H 2.235316 -1.213915 -1.059752 0.7159 0.5326 -0.1745
H 3.448407 -1.077268 -2.371990 -0.4033 0.4484 0.9880
H 4.083247 1.242279 -0.929882 -1.0409 -0.1507 -0.2196
H 4.067957 1.012702 -3.414203 -0.9804 0.0725 0.5004
H 3.191783 2.483307 -2.871378 -0.3887 -0.8669 -0.2810
H 2.240966 0.957063 -3.406519 0.8779 0.5761 0.1097
H 2.305299 3.752787 1.777832 -0.4392 0.5393 -0.3819
H -0.842432 -0.750661 -0.755054 -0.1200 0.5988 0.7071
H -1.389736 -0.822071 0.959126 0.0854 0.6313 -0.7889
H -2.271222 2.636217 -0.297836 -0.8117 -0.5967 -0.0749
H -4.747798 3.240252 -0.851350 0.6599 -1.0524 0.1467
H -6.504850 1.415006 -1.249513 1.0284 0.0587 0.2227
H -7.009306 -1.331545 -0.666426 0.8726 -0.1041 -0.2575
H -5.540056 -2.422384 -0.958222 -0.4960 1.0653 0.0347
H -6.233885 -1.445372 -2.294583 0.0844 -0.0218 1.0979
H -3.414797 -1.645777 -0.461020 -0.3091 1.1511 -0.0727
Cs 4.385131 -3.082745 1.472449 2.4591 -9.0846 7.8854
C -0.903688 -1.487068 5.958750 -0.1626 -0.0661 -0.0775
S 0.574213 -0.787432 5.208405 -0.1427 -0.2410 0.6888
O 1.664720 -1.799716 5.333782 -0.1719 0.3296 -0.3290
C 0.854861 0.466418 6.469350 0.1184 0.1582 -0.0542
H -1.236686 -2.324942 5.347491 0.0488 0.0954 -0.0570
H -0.675242 -1.838313 6.965593 0.1741 0.0501 -0.0608
H -1.687601 -0.729070 5.991058 0.0363 0.0083 -0.1494
H 0.972393 -0.009223 7.443302 -0.0217 -0.1134 -0.1039
H 0.011928 1.158660 6.486555 -0.0086 -0.0447 -0.0659
H 1.765044 1.010636 6.218046 -0.0379 -0.0570 -0.0590
O 2.939074 0.150328 -5.609533 -0.0088 -0.2811 0.1926
H 2.394143 0.775940 -6.096404 -0.2819 0.1054 -0.2719
Be -0.414439 0.881536 2.972760 -3.1591 -0.2077 0.1149
O 0.284843 -3.578118 -6.676037 -0.1913 0.3658 -0.0087
Cl 1.166804 -2.614960 -6.064660 0.8032 -0.5657 0.2829
O 2.529193 -2.927602 -6.404854 -0.1822 0.0431 0.0330
O 1.004932 -2.647181 -4.628051 -0.1129 0.1021 -0.0134
O 0.841036 -1.278910 -6.557416 0.0461 0.2203 0.0309
F -2.678942 0.521960 3.032179 3.3808 0.3829 0.1220
```
Forces are in eV/Å.

The value obtained for the HOMO-LUMO gap is 1.568 eV. The net charge is 0. For the HOMO energy, the calculation gives -5.960 eV. The calculation puts the LUMO energy at -4.393 eV. Its multiplicity is 1. As for the electronic energy: -2368.60496 a.u.

Electronic structure analysis, Mulliken charges in units of e:
1 C -3.06
2 C 0.06
3 C 0.00
4 C -1.58
5 B -0.05
6 O -0.47
7 B 0.77
8 O -0.52
9 O -0.66
10 B 1.29
11 C -1.00
12 C 0.91
13 C -0.41
14 C -0.66
15 C -0.54
16 C 0.73
17 C -1.25
18 C -0.56
19 O -0.46
20 H 1.67
21 H 0.55
22 H 0.52
23 H 0.21
24 H 0.34
25 H 0.20
26 H 0.40
27 H 0.35
28 H 0.46
29 H 0.31
30 H 0.37
31 H 0.27
32 H 0.25
33 H 0.30
34 H 0.36
35 H 0.32
36 H 0.30
37 H 0.29
38 H 0.14
39 Cs 0.98
40 C -1.01
41 S 0.58
42 O -0.67
43 C -1.01
44 H 0.32
45 H 0.40
46 H 0.37
47 H 0.39
48 H 0.36
49 H 0.31
50 O -0.50
51 H 0.27
52 Be 0.58
53 O -0.65
54 Cl 1.68
55 O -0.63
56 O -0.63
57 O -0.58
58 F -0.70